Here is a cluster of 15 separate species, C19H68N14O15 in total in a non-equilibrium geometry from the OMol25 dataset. Energies are from wB97M-V/def2-TZVPD.

The geometry in XYZ format:
```
116
Properties=species:S:1:pos:R:3:forces:R:3
H -5.71201 0.78571 -2.91598 -0.8 -1.1 -0.5
H -1.35201 1.04271 0.88102 0.3 -0.1 -0.1
H 0.11699 0.80071 2.71802 -0.1 -1.0 -0.1
H 6.45199 -4.01929 0.39402 -0.7 0.7 0.2
C -1.39101 0.52771 -0.08798 -0.9 0.3 0.4
H 2.25799 -0.40829 4.87902 -1.2 -0.9 0.6
C -5.00101 1.53771 -2.73098 1.1 0.4 1.2
N 1.73799 -1.72829 -3.62298 -3.3 2.6 -1.9
H -1.42901 -4.79129 -2.50298 0.1 0.7 0.4
C -2.32001 -3.67329 -1.20598 -9.9 -3.7 3.1
C 0.30899 1.80971 3.01802 0.6 1.1 -1.5
C 3.10299 -0.40629 4.23602 0.1 0.2 -0.1
O -3.51801 -4.41329 -1.19898 6.1 3.9 0.0
H -4.43901 1.85671 -3.56098 0.8 -0.3 -1.3
H 4.64399 -5.21229 -0.90098 -0.4 1.4 0.9
N -4.53701 1.73871 3.20302 -3.9 -2.1 3.9
C -2.27301 -1.08329 2.91802 -4.3 -3.1 -4.3
O 0.05499 -3.68129 1.74002 -0.5 -0.9 0.8
C 4.49299 -3.39629 0.20402 -4.9 4.7 4.1
N 4.11999 -4.38829 -0.52798 -1.9 -4.0 -2.9
H 3.63799 -3.61029 -1.97598 -0.5 2.0 -2.6
H 5.56399 1.14171 0.21402 0.0 0.2 1.9
H -2.75401 3.07871 2.65902 -0.1 0.1 -0.3
H 1.12399 -4.66229 0.25402 -0.1 0.0 0.3
H 4.10499 -2.89529 -3.51698 -1.9 0.4 0.5
H 2.86299 0.52371 0.01302 0.4 0.5 0.0
H 0.74699 -5.54429 1.75802 0.9 0.5 -0.1
H 0.67099 -1.60829 -3.58298 1.8 0.8 -0.3
H 3.09699 -4.37129 -0.69798 0.7 -0.4 0.6
H -3.35201 0.58071 3.45502 0.6 -1.1 0.3
H -4.66701 1.18371 -0.86798 0.5 0.0 0.5
H -2.42401 -1.76629 -1.93898 0.0 1.4 -1.5
H -1.88201 0.26371 4.32202 0.4 0.2 0.2
H -0.64101 -1.48729 4.20102 -1.0 0.3 -1.2
H -2.76401 -2.52729 0.32402 0.9 0.4 -0.7
H -0.65901 2.27971 3.02202 -0.4 0.5 -0.1
H 2.40599 -0.99129 -3.87898 -0.8 -0.7 0.0
H -0.12001 -0.59629 -1.42698 -0.2 0.9 -1.1
O 3.40699 0.98171 4.17402 1.2 0.5 0.0
H -0.82501 5.32871 -1.95798 -0.8 0.3 -0.5
H 2.84899 1.05471 -1.69298 0.4 0.0 0.2
H 0.14999 -2.89229 1.24502 0.1 1.3 -1.2
H 1.99299 -4.18229 1.66302 2.0 0.2 0.9
N 3.34099 -2.97729 -2.80998 3.2 -3.2 2.6
N -1.12301 -1.61529 3.29002 3.5 -3.0 -1.0
H -2.27401 -0.13129 -0.00898 0.6 0.1 -0.1
N -3.15601 5.51071 0.04302 -1.1 4.8 2.2
H 0.14799 2.12871 -4.18398 0.3 0.8 0.0
O 5.49999 1.05371 -0.70598 0.9 0.9 -1.9
O 3.49699 -2.56129 0.64502 4.9 -3.2 -2.2
H 3.44399 -0.47429 2.10802 0.3 0.1 -0.2
H 0.70699 0.58171 -0.38398 0.6 0.4 -0.1
H 5.10299 -0.47629 -1.95398 -0.1 0.2 -0.7
N 5.73599 -3.31729 0.61402 2.4 1.4 1.3
H -0.41201 -3.63329 -1.62598 -1.0 -0.5 -1.0
O -4.88401 1.35571 0.89802 2.7 2.6 5.6
C -4.24601 1.94771 1.95602 -3.4 -2.7 -6.9
H -1.13201 -2.76129 -3.15998 0.3 0.1 -0.8
H 0.83099 5.34071 -1.54398 1.4 0.5 -0.6
C -1.89501 -1.09529 -3.88298 -4.9 5.8 -4.3
O 1.20399 -3.05129 -1.78898 4.1 1.0 -4.0
H 0.83599 0.91571 -3.16198 0.5 -1.7 -0.2
C -3.64901 4.47371 -0.55698 -6.8 -1.6 0.7
H -3.00901 3.07171 0.88402 0.2 -0.4 1.1
H 4.92299 -0.89229 -0.27698 -0.4 0.9 -0.7
C 1.07899 -4.56229 1.35602 -2.2 -1.5 -1.0
N -1.37101 -3.90429 -1.98198 6.2 -3.7 -4.4
H -3.89201 6.08971 0.54202 1.8 -0.9 -1.0
H 3.93799 1.15471 4.96002 -0.1 0.5 -0.2
H -5.41801 1.19471 3.30902 1.1 0.7 0.4
H 5.95999 -2.52729 1.26402 -0.2 -1.4 -1.1
O 0.77999 2.60371 -2.14798 -0.6 0.0 -0.5
N -2.55901 -0.04929 3.66402 -2.0 2.0 0.4
H -1.73601 3.77171 -0.78298 -0.6 -0.3 0.2
H 0.85799 2.32671 0.99102 -0.4 -0.1 -0.5
N -1.07001 -2.04429 -3.90198 5.5 -4.1 -2.0
H 2.30699 1.99171 1.90202 -1.6 0.3 0.7
H -0.60201 -2.28129 2.65102 -1.5 0.8 1.6
H 2.58999 -0.59829 -1.18798 0.1 -0.6 -0.4
H 1.21299 -1.38629 0.25802 -1.1 -0.3 0.0
H -0.49601 -2.13829 -4.73398 -0.7 -0.5 0.0
H 1.68199 1.50871 4.13602 2.5 -0.6 0.5
C 3.19199 0.27871 -1.00098 1.0 -0.7 0.1
O -3.16601 -1.61329 1.92402 4.9 3.0 5.0
H -0.80401 1.54171 -2.86498 0.0 -0.4 0.0
N -2.74101 3.56871 -0.81198 0.4 -1.9 -1.7
C 4.74999 -0.05929 -1.02798 -2.2 -1.2 1.6
O -4.11201 1.21971 -1.66698 0.4 -1.0 -0.2
N -3.26301 2.75971 1.84902 3.1 2.5 -2.4
C -0.08101 -0.13629 -0.44998 -1.1 -0.1 -0.9
H 0.17499 3.54771 -0.87298 0.0 -0.7 0.2
H -3.14501 -0.33329 -2.53498 -0.6 0.5 0.0
C 1.24899 2.44271 1.98602 1.3 -0.7 -0.8
N -2.08001 -2.62329 -0.47198 -3.9 1.0 3.9
O 0.86799 1.92871 4.27202 -2.0 0.4 1.4
C 2.06399 -2.62429 -2.76398 -1.6 -2.0 4.7
H -1.68701 1.30571 -0.82198 0.5 -0.6 0.2
C -0.14001 5.36671 -1.13798 -0.1 0.6 1.1
C 0.21399 1.75671 -3.16898 -1.1 0.4 0.6
O -0.26301 4.21671 -0.32098 0.4 0.3 0.3
H -1.23501 -2.12829 -0.32698 1.1 -0.3 -0.1
H -3.15801 2.72371 -1.15898 0.1 -0.9 -0.7
O -4.95901 4.27771 -0.57398 4.8 0.7 -0.6
H 1.40699 3.12571 -2.61498 1.1 0.9 -0.2
H -5.42901 2.40071 -2.36098 -1.9 2.0 0.3
H -4.16601 2.27671 3.99702 -0.7 -0.2 -0.9
H 1.41999 3.49971 2.09602 -0.2 0.5 0.5
H -0.25801 6.27471 -0.51398 0.0 -0.5 -0.5
H 1.73099 -0.73529 2.53702 0.7 -0.1 0.2
O 0.22699 -1.29129 0.29802 1.9 -0.1 2.0
C 2.78599 -0.92029 2.83502 -0.2 -0.8 1.2
H -2.18001 5.54171 0.26402 0.0 0.3 0.3
H 2.99399 -2.00429 2.86802 -0.4 0.5 -0.4
O -2.20101 -0.30929 -4.92498 1.8 -2.4 3.9
N -2.50001 -1.06929 -2.73098 -2.0 0.7 2.9
H 3.89599 -0.93029 4.80502 -0.1 -0.1 -0.8
```
Forces are in eV/Å.

Values from the calculation:
Electronic energy: -2659.74487 hartree
LUMO: -0.5 eV
Energy relative to the best compared isomer or geometry (same formula, charge and spin): 47.3 kcal/mol
Frontier orbital gap: 0.27991 hartree
Highest occupied orbital energy: -8.2 eV



Here is a cluster of 3 separate species, C7H11NO in total in a non-equilibrium geometry from the OMol25 dataset. Energies are from wB97M-V/def2-TZVPD.

The geometry in XYZ format:
```
20
Properties=species:S:1:pos:R:3:forces:R:3
C 2.90155 0.10441 0.69318 -0.1 -0.1 0.0
C 2.17302 -0.17167 -0.37233 -0.6 1.2 -0.3
C 0.07573 1.86166 -0.66878 -0.2 0.1 -0.1
H 2.44827 0.42263 1.63006 0.0 0.1 -0.1
H -1.00514 -2.55874 -0.23999 0.0 0.1 0.0
H 0.75312 -2.68457 -0.47296 0.0 0.1 0.0
H 0.79747 2.13118 -1.44249 -0.1 0.0 0.1
H -3.89069 0.85834 0.58373 0.2 -0.1 0.0
H 0.32009 2.43359 0.22929 0.0 -0.1 0.0
C -2.26979 -0.24951 -0.05205 0.2 -1.2 0.2
N -2.87967 0.85460 0.47252 0.0 0.2 0.0
H 3.99016 0.02120 0.69896 -0.1 -0.1 0.0
C 0.00004 -0.75250 -0.07532 -3.3 0.3 0.2
H -0.92644 2.12778 -1.00823 0.0 0.0 0.0
H -2.34539 1.51951 1.00414 0.0 -0.1 0.0
C 0.14228 0.42526 -0.41449 3.9 -0.6 0.1
H 2.56546 -0.50287 -1.33032 0.0 0.0 0.1
H 0.08776 -2.46107 1.15719 0.0 0.1 -0.1
C -0.03266 -2.19545 0.10489 0.1 -0.1 0.1
O -2.90517 -1.18378 -0.49700 0.0 0.3 0.0
```
Forces are in eV/Å.

Values from the calculation:
Electronic energy: -403.07683 hartree
LUMO (alpha / beta): 0.7 / 0.8 eV
Energy relative to the best compared isomer or geometry (same formula, charge and spin): 161.4 kcal/mol
Frontier orbital gap (alpha / beta): 0.25396 / 0.27130 hartree
Highest occupied orbital energy (alpha / beta): -6.2 / -6.5 eV



Here is a cluster of 2 separate species, CH2ClNSi in total in a non-equilibrium geometry from the OMol25 dataset. Energies are from wB97M-V/def2-TZVPD.

The geometry in XYZ format:
```
6
Properties=species:S:1:pos:R:3:forces:R:3
H 0.07300 -0.71968 2.50637 -0.3 -0.5 -0.2
Cl 2.17432 -0.59089 0.75111 0.2 -0.4 -0.3
N -0.63195 0.29078 -0.88596 -0.4 -0.2 0.2
H -1.56979 0.47255 -2.83943 -0.6 -0.2 -0.6
C -1.22748 0.28961 -1.86364 0.9 0.4 0.4
Si 1.18191 0.25762 2.33155 0.2 0.9 0.4
```
Forces are in eV/Å.

Values from the calculation:
Electronic energy: -843.69381 hartree
LUMO: -0.5 eV
Energy relative to the best compared isomer or geometry (same formula, charge and spin): 34.6 kcal/mol
Frontier orbital gap: 0.29504 hartree
Highest occupied orbital energy: -8.5 eV



Here is a cluster of 2 separate species, C33H32N3O in total in a non-equilibrium geometry from the OMol25 dataset. Energies are from wB97M-V/def2-TZVPD.

The geometry in XYZ format:
```
69
Properties=species:S:1:pos:R:3:forces:R:3
C -6.68244 -4.65355 1.14750 0.1 0.0 0.0
H -7.67051 -3.39535 2.60916 0.3 0.0 -0.3
H 7.70484 -3.50174 2.62375 -0.3 -0.1 -0.3
C -0.54830 5.24443 -0.87568 0.1 0.1 0.3
C 5.37899 -3.50990 -0.50004 0.1 0.0 0.3
H 0.02722 1.61439 1.66786 -0.1 -0.6 0.0
C 3.70267 0.52299 0.70654 0.2 -0.2 -0.3
H 0.06695 9.04225 -1.26651 -0.1 -0.1 -0.1
C 5.89510 -4.71382 -0.02277 0.2 0.2 0.0
H 5.34710 0.31902 -1.91246 0.1 -0.3 -0.1
H -5.11180 -1.52883 -2.53224 -0.3 0.3 -0.1
H 7.18607 -5.63797 1.43337 -0.1 0.2 0.0
N -5.03126 -1.10930 -0.44671 0.0 0.8 -0.1
H -1.31648 7.95151 -1.59443 0.2 0.0 0.1
H -6.65472 -1.02188 -1.76639 0.4 0.0 0.0
H -0.82337 3.18483 -1.41546 0.1 0.0 0.3
C 5.66407 -2.31067 0.15915 0.1 -0.7 0.3
C 6.74413 -4.70381 1.08981 -0.2 0.0 0.0
C -5.51348 -2.29371 0.19181 -0.5 -0.9 0.4
C -5.80477 -4.70580 0.05748 -0.2 0.2 0.1
C -1.45941 -0.13687 -0.91927 -0.1 0.1 0.5
H 0.57875 -1.38038 -0.63012 0.3 0.2 0.3
C -5.24250 -3.52610 -0.42187 0.0 0.2 0.2
H 4.60721 0.99798 1.10172 -0.4 -0.1 -0.2
H -4.41527 0.44282 1.57591 0.3 0.0 -0.3
H 4.75543 -3.47814 -1.39537 0.2 -0.1 0.2
C 5.57599 -0.74120 -1.74125 -0.2 -0.2 0.3
N 0.03633 3.34728 0.48557 0.1 0.7 -0.7
H 2.81902 -2.24985 -1.11085 0.0 0.3 0.3
H -0.66405 -0.20989 -1.66423 -0.3 -0.1 0.3
O -0.02518 7.47699 -0.00892 0.0 -1.2 -0.3
C 0.45580 4.18737 1.45172 -0.4 0.4 -0.6
C -3.74343 -0.59099 -0.19930 0.0 0.2 0.0
C 1.44288 -0.80966 -0.29017 0.0 0.5 0.1
H -7.15543 -5.57196 1.49886 0.1 0.3 -0.1
H 6.69400 -1.36175 1.79604 0.0 -0.3 -0.1
H 6.66032 -0.90013 -1.82130 -0.4 0.1 -0.1
C 0.41366 5.56979 1.32935 -0.2 -0.3 -0.3
H -1.04394 5.61403 -1.78136 0.4 -0.2 0.4
C -1.23549 0.60532 0.27933 -0.8 0.2 -0.3
C 1.27532 0.43343 0.40571 1.5 -0.7 -0.3
H 0.69953 6.19505 2.17048 0.1 0.0 -0.3
C 0.02832 0.99200 0.78299 -0.5 0.0 0.0
H -2.23815 1.65437 1.88362 0.0 -0.3 0.0
H 0.33776 7.47535 -2.08847 -0.1 0.1 0.3
C -6.37151 -2.25668 1.30813 0.3 0.0 -0.5
C 2.70935 -1.32756 -0.53227 0.0 0.3 0.3
N 5.16411 -1.08614 -0.36926 0.4 0.7 0.2
H 0.83866 3.73766 2.36573 -0.1 0.0 -0.1
H 5.66007 -5.63929 -0.55298 0.2 0.2 0.3
C 3.85172 -0.66846 -0.03530 -0.4 0.3 -0.3
C 6.47659 -2.31412 1.30969 -0.3 0.0 -0.5
C -0.45892 3.86857 -0.64473 0.1 0.7 0.4
C -6.96013 -3.43461 1.77778 0.1 -0.1 -0.2
C -2.36584 0.91848 1.09098 0.4 -0.5 0.1
C -0.05009 6.12028 0.11445 -0.3 0.3 0.0
H -5.58804 -5.64821 -0.45251 -0.1 0.3 0.3
C -2.68648 -0.74398 -1.13357 -0.1 0.0 -0.3
H 5.04354 -1.36168 -2.48898 0.3 0.3 0.1
C -3.56342 0.26755 0.91182 -0.2 -0.2 -0.1
H 2.34210 2.02310 1.39895 0.1 -0.1 0.0
C 7.02713 -3.51096 1.76641 -0.1 0.0 -0.3
H -4.60660 -3.53296 -1.30755 -0.1 -0.1 0.2
H -2.83289 -1.36539 -2.03551 0.0 0.5 0.6
H -5.37226 0.19542 -2.06301 -0.1 -0.4 0.0
H -6.60507 -1.29370 1.76325 0.0 -0.2 -0.1
C -5.57015 -0.85335 -1.79211 0.3 -0.3 0.1
C -0.25347 8.00471 -1.32724 -0.1 0.0 0.1
C 2.45409 1.07339 0.88527 -0.5 -0.3 0.1
```
Forces are in eV/Å.

Values from the calculation:
Electronic energy: -1515.90254 hartree
Charge: +1
LUMO: -4.5 eV
Energy relative to the best compared isomer or geometry (same formula, charge and spin): 40.8 kcal/mol
Frontier orbital gap: 0.23139 hartree
Highest occupied orbital energy: -10.8 eV